[1]
# C4H8N2OS

The molecule C4H8N2OS (the ωB97M-V functional and the def2-TZVPD basis, the Open Molecules 2025 dataset).

Geometry (Å):
C1 -2.8160 -0.0430 -0.4973
C2 -2.8879 1.0942 0.0697
C3 -1.8226 -1.0711 0.2017
C4 3.1554 0.9490 0.0748
N1 2.0133 -1.0007 -0.0270
N2 -0.5187 -1.0163 -0.2077
O1 2.9757 -0.2723 -0.6330
S1 0.7713 -0.3210 0.7665
H1 -3.1734 -0.5467 -1.3282
H2 -3.0580 2.0687 0.4051
H3 -1.9486 -0.8578 1.1887
H4 -2.1739 -2.0248 0.1808
H5 4.2394 1.4223 -0.1536
H6 3.1744 0.8266 1.2477
H7 2.5096 1.7736 -0.0745
H8 -0.4400 -0.9806 -1.2136

## Properties
HOMO (alpha / beta)	-7.85 / -7.68	eV
frontier orbital gap (alpha / beta)	0.2905 / 0.2612	hartree
energy relative to the best compared isomer or geometry (same formula, charge and spin)	207.8	kcal/mol

Here are the Mulliken charges for atoms 1 to 4, given in e: C -0.078; C -0.660; C -0.959; C -0.730



[2]
# C4H8N2OS

The molecule C4H8N2OS (the ωB97M-V functional and the def2-TZVPD basis, the Open Molecules 2025 dataset).

Geometry (Å):
C1 0.4331 -0.7439 -2.1796
C2 0.0435 0.4604 -1.6702
C3 0.5941 1.0367 -0.3322
C4 0.3024 0.1973 0.8829
N1 1.1942 -0.6680 1.1835
O1 0.7741 -1.5485 2.2078
N2 -0.8296 0.3567 1.6233
S1 -2.1856 1.3139 1.1910
H1 -0.0460 -1.2019 -3.0328
H2 1.2186 -1.2327 -1.7413
H3 -0.6724 1.1162 -2.2251
H4 1.7079 1.1513 -0.4049
H5 0.1251 2.0076 -0.1988
H6 0.9460 -2.3788 1.8041
H7 -0.7903 -0.2335 2.4852
H8 -2.8151 0.3671 0.4071

## Properties
HOMO	-8.95	eV
frontier orbital gap	0.3540	hartree
energy relative to the best compared isomer or geometry (same formula, charge and spin)	72.7	kcal/mol

Here are the Mulliken charges for atoms 1 to 4, given in e: C -0.808; C -0.015; C -0.887; C 0.795



[3]
# C4H8N2OS

The molecule C4H8N2OS (the ωB97M-V functional and the def2-TZVPD basis, the Open Molecules 2025 dataset).

Geometry (Å):
C1 0.2375 0.6621 1.9764
C2 0.5722 -0.2448 0.9634
N1 0.2802 -1.5804 1.5372
C3 -0.0716 0.0618 -0.4203
N2 -0.7809 -0.7654 -1.0756
O1 -1.1440 -0.3570 -2.3293
C4 -0.2755 0.6180 -2.8167
S1 0.3958 1.4646 -1.4233
H1 -0.8729 0.7110 2.1624
H2 0.7088 0.3160 2.9589
H3 0.4849 1.7794 1.8004
H4 1.6531 -0.2683 0.6886
H5 -0.6766 -1.5367 2.1992
H6 0.0068 -2.2623 0.7915
H7 0.4213 0.1849 -3.4500
H8 -0.9392 1.2172 -3.5630

## Properties
HOMO	-8.78	eV
frontier orbital gap	0.3488	hartree
energy relative to the best compared isomer or geometry (same formula, charge and spin)	73.6	kcal/mol

Here are the Mulliken charges for atoms 1 to 4, given in e: C -1.400; C 0.597; N -0.737; C 0.094



[4]
# C4H8N2OS

The molecule C4H8N2OS (the ωB97M-V functional and the def2-TZVPD basis, the Open Molecules 2025 dataset).

Geometry (Å):
N1 -0.1370 0.8965 -2.2995
C1 -0.6679 -0.0243 -1.3021
C2 -0.4397 0.4935 0.1174
C3 1.0388 0.4698 0.5512
N2 0.6174 -0.4519 1.6586
S1 1.4943 -1.2067 2.8339
C4 -0.7112 -0.5087 1.2577
O1 -1.6685 -1.1394 1.5973
H1 -0.1921 0.5956 -3.2670
H2 -0.6607 1.7767 -2.2517
H3 -0.1030 -0.9923 -1.2877
H4 -1.7564 -0.3048 -1.4391
H5 -0.9628 1.4344 0.3111
H6 1.4400 1.3785 0.9798
H7 1.6716 0.0327 -0.2280
H8 1.0373 -2.4495 2.7679

## Properties
HOMO	-8.82	eV
frontier orbital gap	0.3542	hartree
energy relative to the best compared isomer or geometry (same formula, charge and spin)	27.4	kcal/mol

Here are the Mulliken charges for atoms 1 to 4, given in e: N -0.547; C -0.778; C 0.206; C -0.716



[5]
# C4H8N2S

A cluster of 2 separate species, C4H8N2S in total (the ωB97M-V functional and the def2-TZVPD basis, the Open Molecules 2025 dataset).

Geometry (Å):
C1 -2.4975 -0.1305 0.2350
C2 -1.9341 1.0475 0.6703
C3 -1.7273 -2.2770 -0.6270
C4 3.5108 1.2137 -0.0315
N1 -1.4797 -1.0538 -0.1610
N2 -0.1828 -0.5893 -0.0061
S1 -0.2497 1.0273 0.6028
H1 -3.4437 -0.6968 0.1581
H2 -2.5675 1.9173 0.8114
H3 3.9992 1.5401 -0.9511
H4 -2.8341 -2.4249 -0.6621
H5 -0.9478 -2.9366 -0.8841
H6 4.3280 0.6718 0.5434
H7 3.3953 2.0993 0.5921
H8 2.6307 0.5919 -0.2901

## Properties
HOMO	-7.07	eV
frontier orbital gap	0.2824	hartree
energy relative to the best compared isomer or geometry (same formula, charge and spin)	97.7	kcal/mol

Here are the Mulliken charges for atoms 1 to 4, given in e: C -0.172; C -0.375; C -0.384; C -0.810



[6]
# C4H8N2S

The molecule C4H8N2S (the ωB97M-V functional and the def2-TZVPD basis, the Open Molecules 2025 dataset).

Geometry (Å):
C1 -0.1936 -0.7496 1.7535
C2 -0.1375 -0.5898 0.1490
C3 1.1211 -1.0019 -0.3948
C4 -0.6480 0.7599 -0.1934
N1 0.3390 1.9161 -1.0315
N2 -0.7934 2.4902 -1.3840
S1 -2.0139 1.2714 -1.0997
H1 0.2948 0.0549 2.2992
H2 0.3132 -1.7196 1.9629
H3 -1.2145 -1.0180 2.0797
H4 -0.9016 -1.2442 -0.3148
H5 1.1990 -1.3133 -1.4166
H6 1.5190 -1.9348 0.1130
H7 1.8657 -0.1422 -0.4141
H8 -0.7494 3.2210 -2.1083

## Properties
HOMO (alpha / beta)	-7.63 / -7.68	eV
frontier orbital gap (alpha / beta)	0.2824 / 0.2851	hartree
energy relative to the best compared isomer or geometry (same formula, charge and spin)	138.6	kcal/mol

Here are the Mulliken charges for atoms 1 to 4, given in e: C -1.170; C 0.929; C -1.377; C -0.331



[7]
# C4H8N2S

A structure of composition C4H8N2S (the ωB97M-V functional and the def2-TZVPD basis, the Open Molecules 2025 dataset).

Geometry (Å):
C1 -1.3479 1.0395 1.5311
C2 -1.8784 0.1819 0.4731
C3 1.8134 -0.7976 -1.9140
C4 1.5871 -0.2998 -0.6904
N1 -1.4721 2.2164 1.9569
N2 -0.2687 2.4255 2.5844
S1 0.2599 0.7368 2.2592
H1 -2.1451 -0.7101 1.0489
H2 -1.1581 -0.0567 -0.3112
H3 -2.8198 0.6098 0.0146
H4 1.5849 -1.8575 -2.1360
H5 -0.2877 2.5963 3.6280
H6 2.0129 -0.0532 -2.6807
H7 1.6432 0.7923 -0.4601
H8 1.4811 -1.1106 0.0331

## Properties
HOMO	-9.41	eV
frontier orbital gap	0.3571	hartree
energy relative to the best compared isomer or geometry (same formula, charge and spin)	98.5	kcal/mol

Here are the Mulliken charges for atoms 1 to 4, given in e: C 0.617; C -0.895; C -0.462; C -0.510



[8]
# C4H8N2S

The molecule C4H8N2S (the ωB97M-V functional and the def2-TZVPD basis, the Open Molecules 2025 dataset).

Geometry (Å):
S1 2.1005 -0.2559 -0.5643
C1 1.2570 0.3318 0.8755
C2 -0.2595 0.3210 0.8746
C3 -0.9678 1.1971 -0.0939
N1 -1.8766 0.5857 -0.7243
N2 -2.1164 -0.6658 -0.2809
C4 -0.8884 -1.0396 0.5103
H1 1.4658 0.5314 -1.4754
H2 1.5874 1.3435 1.1430
H3 1.5591 -0.3429 1.6525
H4 -0.5427 0.6472 1.8540
H5 -0.7501 2.2150 -0.3636
H6 -2.3471 -1.2895 -1.0297
H7 -1.2616 -1.6554 1.3484
H8 -0.2157 -1.6569 -0.0632

## Properties
HOMO	-8.67	eV
frontier orbital gap	0.3506	hartree
energy relative to the best compared isomer or geometry (same formula, charge and spin)	44.6	kcal/mol

Here are the Mulliken charges for atoms 1 to 4, given in e: S -0.227; C -0.906; C 0.390; C -0.450



Calculated molar mass in order - 132.19; 132.19; 132.19; 132.19; 116.19; 116.19; 116.19; 116.19 g/mol
Calculated F_max in order - 0.103; 0.076; 0.125; 0.034; 0.063; 0.129; 0.062; 0.050 Eh/bohr